# 1
{
  "formula": "C23H30F9FeO24S3",
  "method": "the ωB97M-V functional and the def2-TZVPD basis",
  "gap_ev": [10.654, 8.261],
  "mol_weight_g_mol": 1013.5,
  "e_homo_ha": [-0.380, -0.379],
  "spin_multiplicity": 6,
  "energy_ha": -6057.3718,
  "lumo_ha": [0.011, -0.075],
  "total_charge": 0,
  "elements": ["Fe", "C", "F", "F", "F", "S", "O", "O", "O", "C", "F", "F", "F", "S", "O", "O", "O", "C", "F", "F", "F", "S", "O", "O", "O", "C", "C", "C", "O", "C", "O", "O", "H", "H", "H", "H", "H", "H", "C", "C", "C", "O", "C", "O", "O", "H", "H", "H", "H", "H", "H", "C", "C", "C", "O", "C", "O", "O", "H", "H", "H", "H", "H", "H", "C", "C", "C", "O", "C", "O", "O", "H", "H", "H", "H", "H", "H", "C", "C", "C", "O", "C", "O", "O", "H", "H", "H", "H", "H", "H"],
  "xyz": [[-1.342, -0.311, 0.620], [-3.687, 3.169, 0.053], [-4.062, 2.452, 1.123], [-4.777, 3.711, -0.536], [-2.823, 4.207, 0.344], [-2.832, 2.122, -1.171], [-3.875, 1.270, -1.627], [-2.180, 3.007, -2.110], [-1.928, 1.399, -0.179], [0.903, 1.304, 4.028], [1.040, 2.068, 5.051], [1.957, 1.398, 3.202], [0.821, 0.057, 4.440], [-0.576, 1.749, 3.084], [-0.196, 2.919, 2.358], [-0.678, 0.614, 2.104], [-1.642, 1.771, 4.070], [-0.337, -4.370, 1.327], [0.518, -5.284, 1.702], [-0.407, -4.115, 0.027], [-1.562, -4.906, 1.670], [0.009, -2.845, 2.252], [-0.352, -3.208, 3.564], [1.296, -2.324, 1.988], [-1.023, -1.980, 1.619], [-6.744, -1.821, 4.015], [-5.771, -0.813, 3.410], [-4.491, -0.521, 4.106], [-3.474, -0.453, 3.097], [-4.028, -0.793, 1.946], [-3.374, -0.637, 0.925], [-5.245, -1.276, 2.048], [-7.669, -1.712, 3.492], [-6.905, -1.664, 5.120], [-6.346, -2.814, 3.766], [-6.253, 0.149, 3.303], [-4.214, -1.295, 4.844], [-4.439, 0.442, 4.670], [4.436, -0.717, 2.028], [3.873, -0.167, 0.721], [3.700, -1.276, -0.346], [2.266, -1.407, -0.474], [1.698, -0.401, 0.096], [0.546, -0.074, -0.206], [2.503, 0.335, 0.812], [5.407, -1.029, 1.772], [3.901, -1.590, 2.376], [4.615, 0.060, 2.761], [4.392, 0.728, 0.547], [4.117, -2.263, -0.061], [4.046, -0.953, -1.312], [-2.826, -4.603, -3.738], [-3.601, -3.398, -3.147], [-4.136, -3.650, -1.716], [-3.162, -3.005, -0.858], [-2.359, -2.227, -1.553], [-1.384, -1.689, -1.107], [-2.738, -2.266, -2.885], [-2.189, -5.053, -2.958], [-2.220, -4.403, -4.572], [-3.562, -5.360, -4.038], [-4.356, -3.126, -3.931], [-4.150, -4.688, -1.430], [-5.021, -3.074, -1.596], [5.311, -0.088, -4.281], [4.591, 0.957, -3.444], [4.490, 2.283, -4.097], [3.128, 2.374, -4.586], [2.430, 1.374, -4.060], [1.270, 1.147, -4.319], [3.199, 0.678, -3.261], [5.113, -1.077, -3.912], [6.392, -0.015, -4.141], [5.103, -0.006, -5.328], [5.049, 1.150, -2.472], [5.143, 2.374, -5.015], [4.705, 3.080, -3.388], [1.671, 4.657, -1.432], [2.801, 4.490, -0.388], [2.606, 3.249, 0.450], [3.970, 2.809, 0.748], [4.669, 3.157, -0.319], [5.697, 2.617, -0.688], [4.079, 4.164, -1.044], [1.935, 5.497, -2.073], [0.648, 4.721, -1.008], [1.630, 3.809, -2.139], [3.048, 5.376, 0.174], [2.179, 2.493, -0.245], [2.037, 3.359, 1.339]]
}

***

# 2
{
  "formula": "C23H30FN4O3Pt",
  "method": "the ωB97M-V functional and the def2-TZVPD basis",
  "gap_ev": 6.048,
  "mol_weight_g_mol": 624.6,
  "e_homo_ha": -0.134,
  "energy_ha": -1558.3498,
  "lumo_ha": 0.088,
  "total_charge": -1,
  "elements": ["Pt", "C", "C", "C", "C", "C", "C", "C", "C", "C", "C", "C", "C", "N", "C", "C", "C", "C", "C", "C", "F", "H", "H", "H", "H", "H", "H", "H", "H", "H", "H", "H", "H", "H", "H", "H", "H", "H", "H", "H", "H", "H", "C", "C", "N", "C", "C", "N", "H", "H", "H", "H", "H", "H", "C", "H", "H", "H", "O", "N", "O", "O"],
  "xyz": [[-1.455, -0.010, -0.151], [1.904, 3.504, -0.635], [2.044, 2.157, 0.079], [3.166, 2.234, 1.118], [2.261, 1.017, -0.901], [3.223, 1.157, -1.892], [3.423, 0.165, -2.837], [2.646, -0.977, -2.782], [1.680, -1.173, -1.794], [0.908, -2.485, -1.880], [-0.408, -2.302, -2.642], [0.686, -3.236, -0.568], [1.486, -0.164, -0.832], [0.535, -0.280, 0.213], [1.061, -0.504, 1.458], [2.303, -1.148, 1.652], [2.845, -1.378, 2.905], [2.177, -0.981, 4.054], [0.958, -0.328, 3.907], [0.440, -0.094, 2.655], [-0.712, 0.622, 2.602], [1.599, 4.274, 0.078], [1.157, 3.454, -1.428], [2.851, 3.825, -1.077], [1.105, 1.957, 0.597], [4.127, 2.422, 0.628], [3.248, 1.309, 1.687], [2.980, 3.052, 1.820], [3.819, 2.062, -1.934], [4.175, 0.281, -3.609], [2.797, -1.761, -3.518], [1.540, -3.132, -2.501], [-1.083, -1.654, -2.076], [-0.897, -3.270, -2.790], [-0.234, -1.845, -3.619], [-0.034, -2.745, 0.080], [1.620, -3.352, -0.015], [0.306, -4.237, -0.794], [2.850, -1.467, 0.774], [3.801, -1.883, 2.979], [2.587, -1.167, 5.038], [0.394, 0.026, 4.761], [-3.888, 1.886, 1.285], [-4.269, 0.934, 0.214], [-3.450, 0.185, -0.492], [-4.213, -0.563, -1.360], [-5.522, -0.262, -1.173], [-5.540, 0.693, -0.180], [-2.880, 1.640, 1.610], [-4.559, 1.783, 2.138], [-3.912, 2.915, 0.920], [-3.757, -1.266, -2.033], [-6.417, -0.628, -1.641], [-6.353, 1.088, 0.253], [-1.106, 1.517, -1.431], [-0.251, 1.325, -2.085], [-0.896, 2.438, -0.872], [-1.977, 1.714, -2.068], [-2.846, -2.895, 2.648], [-2.740, -1.835, 2.042], [-3.504, -0.883, 2.240], [-1.799, -1.732, 1.177]]
}

***

# 3
{
  "formula": "C23H30N11Pd",
  "method": "the ωB97M-V functional and the def2-TZVPD basis",
  "gap_ev": [7.799, 6.246],
  "mol_weight_g_mol": 567.0,
  "e_homo_ha": [-0.193, -0.192],
  "spin_multiplicity": 3,
  "energy_ha": -1624.6571,
  "lumo_ha": [0.094, 0.038],
  "total_charge": -1,
  "elements": ["Pd", "N", "C", "N", "N", "N", "N", "C", "N", "N", "N", "N", "H", "C", "C", "C", "C", "C", "C", "C", "C", "C", "C", "C", "C", "N", "C", "C", "C", "C", "C", "N", "C", "C", "C", "C", "H", "H", "H", "H", "H", "H", "H", "H", "H", "H", "H", "H", "H", "H", "H", "H", "H", "H", "H", "H", "H", "H", "H", "H", "H", "H", "H", "H", "H"],
  "xyz": [[0.375, 0.157, -0.165], [1.627, 0.409, -3.550], [1.738, 1.534, -2.777], [2.198, 2.701, -3.217], [2.111, 3.515, -2.169], [1.630, 2.901, -1.151], [1.376, 1.634, -1.481], [1.314, -0.828, -3.062], [1.509, -1.972, -3.708], [1.038, -2.907, -2.888], [0.575, -2.382, -1.813], [0.717, -1.063, -1.877], [2.077, 0.428, -4.450], [-5.006, -2.951, 0.930], [-4.487, -1.600, 1.442], [-5.424, -1.066, 2.534], [-4.365, -0.583, 0.322], [-5.498, -0.395, -0.462], [-5.512, 0.456, -1.544], [-4.357, 1.138, -1.876], [-3.204, 0.989, -1.128], [-1.947, 1.729, -1.502], [-1.882, 2.221, -2.947], [-1.704, 2.892, -0.528], [-3.193, 0.139, 0.009], [-1.989, 0.015, 0.695], [-1.864, -0.066, 1.984], [-0.607, -0.257, 2.601], [-0.287, -0.467, 3.957], [1.088, -0.620, 4.018], [1.575, -0.487, 2.706], [0.557, -0.270, 1.869], [3.027, -0.564, 2.297], [3.802, 0.557, 3.007], [3.192, -0.412, 0.783], [3.600, -1.926, 2.717], [-5.013, -3.671, 1.749], [-4.357, -3.325, 0.141], [-6.019, -2.873, 0.537], [-3.501, -1.789, 1.879], [-6.420, -0.892, 2.127], [-5.062, -0.122, 2.937], [-5.511, -1.781, 3.351], [-6.403, -0.927, -0.214], [-6.409, 0.572, -2.136], [-4.363, 1.792, -2.733], [-1.113, 1.004, -1.375], [-2.579, 3.036, -3.136], [-2.079, 1.405, -3.638], [-0.880, 2.597, -3.147], [-2.602, 3.503, -0.446], [-0.886, 3.514, -0.880], [-1.431, 2.525, 0.465], [-2.720, 0.054, 2.657], [-0.974, -0.508, 4.784], [1.684, -0.806, 4.895], [3.365, 1.525, 2.769], [4.844, 0.554, 2.692], [3.766, 0.420, 4.086], [2.896, 0.597, 0.465], [2.585, -1.166, 0.259], [4.233, -0.564, 0.501], [3.521, -2.061, 3.792], [4.652, -1.994, 2.438], [3.056, -2.730, 2.225]]
}

***

# 4
{
  "formula": "C23H30N4O3",
  "method": "the ωB97M-V functional and the def2-TZVPD basis",
  "gap_ev": 9.344,
  "mol_weight_g_mol": 410.5,
  "e_homo_ha": -0.319,
  "energy_ha": -1339.2760,
  "smiles": "Cc1cc(C)cc(N(CC(=O)NC(C)(C)C)C(=O)CCC(=O)Nc2ccccn2)c1",
  "lumo_ha": 0.024,
  "total_charge": 0,
  "elements": ["C", "C", "C", "C", "C", "C", "C", "N", "C", "C", "O", "N", "C", "C", "C", "C", "C", "O", "C", "C", "C", "O", "N", "C", "C", "C", "C", "C", "N", "C", "H", "H", "H", "H", "H", "H", "H", "H", "H", "H", "H", "H", "H", "H", "H", "H", "H", "H", "H", "H", "H", "H", "H", "H", "H", "H", "H", "H", "H", "H"],
  "xyz": [[-1.991, 2.213, -1.854], [-1.322, 0.898, -1.603], [-1.323, -0.087, -2.582], [-0.679, -1.300, -2.389], [-0.726, -2.377, -3.427], [-0.005, -1.518, -1.195], [-0.001, -0.549, -0.204], [0.635, -0.824, 1.036], [0.069, -1.925, 1.806], [-1.063, -1.402, 2.710], [-2.232, -1.570, 2.428], [-0.595, -0.751, 3.784], [-1.413, -0.030, 4.760], [-2.396, -1.002, 5.416], [-0.458, 0.546, 5.803], [-2.172, 1.095, 4.050], [1.616, -0.093, 1.600], [2.002, -0.315, 2.741], [2.282, 0.992, 0.769], [3.370, 0.405, -0.144], [2.851, -0.118, -1.473], [2.980, -1.266, -1.830], [2.279, 0.864, -2.231], [1.685, 0.775, -3.483], [1.789, -0.341, -4.312], [1.156, -0.290, -5.538], [0.451, 0.851, -5.897], [0.424, 1.906, -5.003], [1.027, 1.878, -3.827], [-0.675, 0.649, -0.402], [-2.919, 2.077, -2.405], [-2.208, 2.727, -0.921], [-1.332, 2.843, -2.452], [-1.840, 0.097, -3.513], [0.232, -2.887, -3.493], [-0.981, -1.969, -4.402], [-1.482, -3.115, -3.156], [0.529, -2.444, -1.042], [-0.348, -2.661, 1.119], [0.862, -2.372, 2.410], [0.410, -0.621, 3.842], [-1.856, -1.806, 5.912], [-3.045, -1.433, 4.660], [-3.004, -0.481, 6.151], [0.263, 1.213, 5.334], [-1.014, 1.107, 6.550], [0.084, -0.253, 6.304], [-2.811, 0.673, 3.278], [-2.789, 1.641, 4.758], [-1.472, 1.788, 3.587], [1.548, 1.551, 0.192], [2.756, 1.666, 1.486], [4.108, 1.181, -0.364], [3.880, -0.412, 0.369], [2.175, 1.786, -1.827], [2.346, -1.203, -3.990], [1.214, -1.133, -6.212], [-0.057, 0.920, -6.846], [-0.100, 2.825, -5.231], [-0.714, 1.381, 0.393]]
}

***

# 5
{
  "formula": "C23H30N4O4",
  "method": "the ωB97M-V functional and the def2-TZVPD basis",
  "gap_ev": 9.081,
  "mol_weight_g_mol": 426.5,
  "e_homo_ha": -0.305,
  "energy_ha": -1414.4214,
  "smiles": "COc1cccc(CN2CCNC(=O)[C@@H]2CC(=O)N(C)CCc2ccccn2)c1OC",
  "lumo_ha": 0.029,
  "total_charge": 0,
  "elements": ["C", "O", "C", "C", "C", "C", "C", "C", "N", "C", "C", "N", "C", "O", "C", "C", "C", "O", "N", "C", "C", "C", "C", "C", "C", "C", "C", "N", "C", "O", "C", "H", "H", "H", "H", "H", "H", "H", "H", "H", "H", "H", "H", "H", "H", "H", "H", "H", "H", "H", "H", "H", "H", "H", "H", "H", "H", "H", "H", "H", "H"],
  "xyz": [[6.686, -2.699, 0.344], [5.634, -2.076, -0.350], [5.187, -0.860, 0.088], [5.676, -0.214, 1.215], [5.190, 1.031, 1.580], [4.216, 1.645, 0.824], [3.703, 1.013, -0.303], [2.616, 1.681, -1.101], [1.467, 1.976, -0.250], [0.458, 2.777, -0.910], [-0.203, 2.048, -2.087], [-0.471, 0.671, -1.732], [0.023, -0.009, -0.687], [-0.201, -1.201, -0.543], [0.875, 0.773, 0.310], [0.053, 1.103, 1.585], [-1.448, 1.118, 1.332], [-1.994, 2.095, 0.838], [-2.155, 0.030, 1.700], [-1.574, -1.200, 2.195], [-3.572, 0.016, 1.400], [-3.849, -0.610, 0.023], [-5.325, -0.663, -0.225], [-6.008, 0.432, -0.750], [-7.377, 0.342, -0.926], [-8.021, -0.834, -0.571], [-7.254, -1.863, -0.050], [-5.946, -1.783, 0.120], [4.173, -0.246, -0.674], [3.674, -0.813, -1.824], [3.064, -2.087, -1.703], [6.401, -2.944, 1.373], [7.586, -2.077, 0.353], [6.890, -3.620, -0.201], [6.448, -0.672, 1.813], [5.587, 1.516, 2.459], [3.826, 2.613, 1.097], [2.365, 1.039, -1.956], [2.985, 2.638, -1.483], [-0.311, 3.019, -0.174], [0.913, 3.705, -1.261], [0.446, 2.071, -2.973], [-1.146, 2.541, -2.340], [-1.012, 0.124, -2.389], [1.698, 0.116, 0.610], [0.345, 2.105, 1.902], [0.306, 0.402, 2.375], [-0.830, -1.589, 1.499], [-2.366, -1.938, 2.294], [-1.121, -1.051, 3.179], [-3.921, 1.051, 1.404], [-4.097, -0.544, 2.176], [-3.355, 0.000, -0.735], [-3.438, -1.619, -0.005], [-5.470, 1.330, -1.012], [-7.935, 1.174, -1.333], [-9.087, -0.947, -0.694], [-7.703, -2.803, 0.246], [3.743, -2.824, -1.273], [2.151, -2.030, -1.101], [2.805, -2.382, -2.719]]
}

***

# 6
{
  "formula": "C23H30N4O5",
  "method": "the ωB97M-V functional and the def2-TZVPD basis",
  "gap_ev": 9.619,
  "mol_weight_g_mol": 442.5,
  "e_homo_ha": -0.334,
  "energy_ha": -1489.6988,
  "smiles": "COCCN(C(=O)CNC(=O)c1ccco1)[C@@H](C(=O)NC1CCCCC1)c1cccnc1",
  "lumo_ha": 0.019,
  "total_charge": 0,
  "elements": ["C", "O", "C", "C", "N", "C", "O", "C", "N", "C", "O", "C", "C", "C", "C", "O", "C", "C", "O", "N", "C", "C", "C", "C", "C", "C", "C", "C", "C", "C", "N", "C", "H", "H", "H", "H", "H", "H", "H", "H", "H", "H", "H", "H", "H", "H", "H", "H", "H", "H", "H", "H", "H", "H", "H", "H", "H", "H", "H", "H", "H", "H"],
  "xyz": [[3.151, 0.374, 0.638], [1.815, 0.787, 0.491], [1.691, 2.000, -0.223], [0.222, 2.448, -0.209], [-0.680, 1.391, -0.599], [-1.547, 0.734, 0.207], [-2.236, -0.177, -0.208], [-1.619, 1.122, 1.689], [-0.502, 0.575, 2.417], [0.488, 1.330, 2.941], [0.497, 2.549, 2.906], [1.555, 0.549, 3.582], [2.677, 0.976, 4.245], [3.372, -0.190, 4.634], [2.629, -1.237, 4.181], [1.531, -0.806, 3.544], [-0.677, 0.992, -2.001], [-0.601, -0.561, -2.124], [-1.200, -1.186, -2.964], [0.311, -1.088, -1.284], [0.410, -2.512, -1.038], [1.843, -2.998, -1.259], [1.943, -4.495, -0.981], [1.493, -4.807, 0.443], [0.063, -4.323, 0.667], [-0.043, -2.827, 0.389], [-1.854, 1.533, -2.771], [-1.964, 1.264, -4.132], [-3.061, 1.744, -4.826], [-4.001, 2.494, -4.137], [-3.895, 2.774, -2.850], [-2.857, 2.299, -2.188], [3.727, 1.106, 1.214], [3.132, -0.573, 1.175], [3.629, 0.231, -0.338], [2.060, 1.855, -1.251], [2.298, 2.782, 0.252], [0.110, 3.293, -0.897], [-0.008, 2.788, 0.799], [-1.635, 2.202, 1.847], [-2.549, 0.690, 2.072], [-0.410, -0.429, 2.428], [2.949, 1.994, 4.426], [4.294, -0.242, 5.176], [2.769, -2.298, 4.250], [0.245, 1.370, -2.460], [0.739, -0.494, -0.583], [-0.260, -2.996, -1.756], [2.146, -2.784, -2.286], [2.513, -2.455, -0.588], [2.971, -4.832, -1.131], [1.308, -5.035, -1.687], [1.554, -5.882, 0.625], [2.161, -4.310, 1.151], [-0.246, -4.532, 1.694], [-0.611, -4.861, -0.001], [-1.073, -2.486, 0.515], [0.594, -2.278, 1.090], [-1.207, 0.680, -4.633], [-3.180, 1.541, -5.879], [-4.875, 2.896, -4.633], [-2.831, 2.557, -1.137]]
}